Entry 1:
{"formula": "C2H4NO2P", "method": "ωB97M-V/def2-TZVPD", "e_homo_ev": [-8.691, -8.691], "fmax_ev_per_a": 3.521, "homo_lumo_gap_ev": [8.238, 8.239], "relative_energy_ev": 5.405, "total_energy_ha": -625.03264, "smiles": "[O-][N+]1=PCCO1", "species": ["O", "N", "P", "C", "C", "O", "H", "H", "H", "H"], "positions_angstrom": [[-2.717, 0.690, 0.129], [-1.715, 0.047, -0.068], [-0.997, -1.504, -0.142], [0.702, -0.808, -0.152], [0.615, 0.644, 0.096], [-0.588, 1.059, -0.346], [1.244, -1.131, -1.162], [1.238, -1.229, 0.720], [0.834, 0.939, 1.233], [1.384, 1.293, -0.307]]}

---

Entry 2:
{"formula": "C2H5N3O4", "method": "ωB97M-V/def2-TZVPD", "e_homo_ev": -9.880, "fmax_ev_per_a": 2.043, "homo_lumo_gap_ev": 10.510, "relative_energy_ev": 1.248, "total_energy_ha": -544.34122, "species": ["N", "C", "C", "N", "N", "O", "O", "O", "O", "H", "H", "H", "H", "H"], "positions_angstrom": [[-0.165, 0.576, 0.349], [1.350, 0.370, 0.028], [-1.292, 0.073, -0.533], [1.614, -0.797, -0.617], [-1.849, -0.980, 0.060], [0.228, -0.251, 1.373], [-0.459, 1.882, 0.708], [2.027, 1.369, 0.092], [-1.465, 0.578, -1.599], [0.417, 2.329, 0.621], [2.576, -0.907, -0.904], [1.167, -1.608, -0.213], [-1.460, -1.253, 0.959], [-2.689, -1.380, -0.324]]}

---

Entry 3:
{"formula": "C6H4O", "method": "ωB97M-V/def2-TZVPD", "e_homo_ev": -10.204, "fmax_ev_per_a": 0.633, "homo_lumo_gap_ev": 9.940, "relative_energy_ev": 2.303, "total_energy_ha": -306.12692, "smiles": "C#CC(=O)C#CC", "species": ["C", "C", "C", "O", "C", "C", "C", "H", "H", "H", "H"], "positions_angstrom": [[3.330, -0.667, 0.401], [2.298, -0.105, 0.661], [1.137, 0.735, 0.929], [1.234, 1.726, 1.623], [-0.107, 0.350, 0.291], [-1.175, 0.097, -0.212], [-2.486, -0.192, -0.785], [4.264, -1.127, 0.162], [-2.774, 0.589, -1.495], [-3.238, -0.220, 0.010], [-2.492, -1.154, -1.305]]}

---

Entry 4:
{"formula": "C3H2NiO3", "method": "ωB97M-V/def2-TZVPD", "e_homo_ev": [-19.182, -18.336], "fmax_ev_per_a": 6.347, "homo_lumo_gap_ev": [9.534, 5.393], "s_squared": 2.007, "spin_multiplicity": 3, "charge": 2, "relative_energy_ev": 0.000, "total_energy_ha": -1848.62445, "species": ["H", "C", "C", "O", "H", "C", "O", "O", "Ni"], "positions_angstrom": [[-1.356, -0.091, -1.046], [1.211, -2.038, -1.007], [0.410, -1.149, -1.162], [-0.304, -0.074, -1.347], [2.019, -2.743, -0.941], [-0.767, 1.394, 0.629], [-1.816, 1.095, 0.193], [-0.016, 1.523, 1.532], [0.621, 2.083, 3.150]]}

---

Entry 5:
{"formula": "C31H36BN3O4ReS3SbSi", "method": "ωB97M-V/def2-TZVPD", "e_homo_ev": [-7.300, -7.746], "fmax_ev_per_a": 0.936, "homo_lumo_gap_ev": [6.063, 5.971], "s_squared": 2.052, "spin_multiplicity": 3, "relative_energy_ev": 2.914, "total_energy_ha": -3495.69841, "species": ["Re", "S", "Sb", "S", "S", "C", "Si", "C", "C", "N", "C", "C", "C", "C", "C", "C", "O", "C", "C", "C", "C", "C", "C", "H", "H", "H", "H", "H", "H", "H", "H", "H", "H", "H", "H", "H", "H", "H", "H", "H", "H", "N", "C", "O", "C", "C", "C", "N", "C", "C", "H", "H", "H", "H", "H", "H", "C", "C", "C", "C", "C", "C", "C", "C", "O", "B", "O", "C", "C", "H", "H", "H", "H", "H", "H", "H", "H", "H", "H", "H", "H"], "positions_angstrom": [[-0.168, 0.034, 0.390], [-1.071, -3.763, 1.312], [-0.838, -2.135, 2.810], [-1.556, 0.755, 1.988], [-2.907, -0.834, 2.454], [-0.566, 0.334, -4.294], [-1.085, 1.111, -2.682], [-1.176, 2.961, -2.921], [-3.105, -0.292, -0.926], [0.116, 0.674, -1.456], [1.445, 0.562, -1.932], [2.004, 1.399, -2.898], [3.253, 1.136, -3.436], [3.978, 0.028, -3.018], [3.470, -0.780, -2.012], [2.242, -0.471, -1.462], [1.704, -1.202, -0.384], [2.643, -1.601, 0.597], [3.583, -0.718, 1.095], [4.407, -1.148, 2.124], [4.289, -2.435, 2.635], [3.343, -3.302, 2.109], [2.512, -2.888, 1.074], [-1.410, 0.208, -4.971], [-0.116, -0.647, -4.134], [0.167, 0.963, -4.799], [-2.199, 3.267, -3.152], [-0.542, 3.297, -3.743], [-0.871, 3.494, -2.017], [-4.037, -0.849, -1.057], [-3.210, 0.320, -0.035], [-2.190, -1.756, 0.164], [1.448, 2.266, -3.230], [3.655, 1.800, -4.190], [4.942, -0.197, -3.454], [4.032, -1.625, -1.638], [3.657, 0.290, 0.709], [5.133, -0.462, 2.541], [4.932, -2.758, 3.442], [3.245, -4.308, 2.497], [1.758, -3.539, 0.654], [-5.133, -1.528, -5.230], [-3.876, -1.929, -4.900], [-3.243, -2.711, -5.583], [-3.293, -1.325, -3.651], [-2.338, -2.204, -2.959], [-1.784, -2.150, -1.741], [-2.005, -1.227, -0.691], [-2.875, 0.598, -2.159], [-3.516, -0.042, -3.351], [-5.545, -1.926, -6.056], [-5.703, -1.015, -4.585], [-2.013, -3.036, -3.570], [-1.077, -2.922, -1.465], [-3.368, 1.552, -1.955], [-4.150, 0.557, -3.996], [5.759, 4.999, 3.743], [5.674, 3.779, 4.659], [5.432, 4.270, 6.093], [7.014, 3.034, 4.603], [4.554, 2.823, 4.238], [4.266, 1.713, 5.039], [3.282, 0.781, 4.715], [2.583, 0.998, 3.551], [1.594, 0.244, 2.975], [1.260, 0.899, 1.753], [2.039, 2.064, 1.648], [2.852, 2.087, 2.754], [3.825, 3.013, 3.058], [6.545, 5.667, 4.100], [4.823, 5.561, 3.730], [6.006, 4.722, 2.716], [6.171, 5.029, 6.357], [5.516, 3.460, 6.817], [4.438, 4.710, 6.195], [7.829, 3.693, 4.911], [7.223, 2.684, 3.590], [7.011, 2.167, 5.264], [4.833, 1.563, 5.949], [3.084, -0.075, 5.345], [4.000, 3.848, 2.397]]}

---

Entry 6:
{"formula": "C38H32F10N6OSeTi", "method": "ωB97M-V/def2-TZVPD", "e_homo_ev": -1.230, "fmax_ev_per_a": 0.495, "homo_lumo_gap_ev": 5.104, "charge": -2, "total_energy_ha": -6120.67161, "species": ["Ti", "O", "C", "N", "C", "C", "C", "C", "C", "C", "N", "C", "C", "C", "C", "C", "N", "H", "H", "H", "H", "H", "H", "H", "H", "H", "H", "C", "N", "C", "C", "N", "C", "C", "F", "C", "F", "C", "F", "C", "F", "C", "F", "C", "C", "N", "C", "C", "F", "C", "F", "C", "F", "C", "F", "C", "F", "H", "H", "H", "H", "H", "H", "H", "H", "H", "H", "H", "C", "C", "C", "C", "C", "C", "Se", "C", "C", "C", "H", "H", "H", "H", "H", "H", "H", "H", "H", "H", "H"], "positions_angstrom": [[1.540, 0.655, 1.607], [0.026, -3.294, 1.676], [0.203, -2.081, 1.518], [1.375, -1.435, 1.433], [2.559, -2.282, 1.283], [3.228, -2.612, 2.599], [2.540, -3.345, 3.572], [3.148, -3.578, 4.789], [4.430, -3.085, 5.006], [5.041, -2.395, 3.975], [4.467, -2.160, 2.796], [-0.987, -1.161, 1.407], [-2.272, -1.643, 1.567], [-3.331, -0.756, 1.512], [-3.068, 0.575, 1.248], [-1.752, 0.982, 1.098], [-0.727, 0.138, 1.200], [3.291, -1.763, 0.661], [2.268, -3.215, 0.790], [1.545, -3.701, 3.338], [2.631, -4.134, 5.562], [4.945, -3.233, 5.947], [6.046, -2.002, 4.099], [-2.416, -2.701, 1.736], [-4.344, -1.107, 1.648], [-3.866, 1.299, 1.153], [-1.493, 2.016, 0.919], [0.136, -0.561, 4.442], [0.718, 0.551, 3.723], [0.074, 1.820, 4.029], [0.714, 2.980, 3.287], [0.837, 2.630, 1.878], [1.170, 3.636, 1.015], [1.835, 4.838, 1.323], [2.282, 5.097, 2.575], [2.129, 5.810, 0.381], [2.778, 6.925, 0.763], [1.794, 5.639, -0.942], [2.086, 6.581, -1.859], [1.142, 4.471, -1.302], [0.776, 4.293, -2.578], [0.835, 3.519, -0.355], [0.137, 2.455, -0.769], [2.173, 0.580, 3.610], [3.440, 1.223, 0.984], [2.540, 0.901, -0.058], [2.810, 0.406, -1.283], [4.057, 0.500, -1.929], [5.081, 1.152, -1.339], [4.291, -0.027, -3.185], [5.510, 0.097, -3.746], [3.288, -0.668, -3.878], [3.520, -1.183, -5.103], [2.037, -0.769, -3.291], [1.053, -1.383, -3.955], [1.810, -0.246, -2.036], [0.583, -0.368, -1.519], [0.338, -0.493, 5.521], [0.550, -1.496, 4.071], [-0.946, -0.577, 4.284], [0.118, 2.026, 5.112], [-0.979, 1.728, 3.746], [1.672, 3.216, 3.756], [0.074, 3.862, 3.424], [2.601, -0.376, 3.905], [2.653, 1.396, 4.150], [3.737, 2.274, 1.052], [4.271, 0.536, 1.163], [-5.435, -0.042, -7.035], [-5.114, -0.673, -5.705], [-4.574, 0.066, -4.662], [-4.274, -0.501, -3.426], [-3.664, 0.350, -2.349], [-4.520, -1.868, -3.191], [-4.128, -2.665, -1.509], [-5.056, -2.627, -4.257], [-5.319, -4.095, -4.087], [-5.342, -2.026, -5.475], [-5.101, 0.996, -7.063], [-6.510, -0.050, -7.240], [-4.946, -0.569, -7.859], [-4.364, 1.122, -4.814], [-3.526, 1.379, -2.690], [-2.697, -0.059, -2.041], [-4.287, 0.339, -1.452], [-4.400, -4.622, -3.823], [-5.738, -4.524, -5.002], [-6.003, -4.269, -3.253], [-5.752, -2.639, -6.276]]}

---

Entry 7:
{"formula": "C7H12O", "method": "ωB97M-V/def2-TZVPD", "e_homo_ev": -9.683, "fmax_ev_per_a": 2.769, "homo_lumo_gap_ev": 10.110, "relative_energy_ev": 1.626, "total_energy_ha": -349.08888, "smiles": "C=CC(C)=O.C=CC", "species": ["C", "C", "C", "C", "O", "H", "H", "H", "H", "H", "H", "C", "C", "C", "H", "H", "H", "H", "H", "H"], "positions_angstrom": [[-2.392, 1.229, -0.782], [-1.754, 0.580, 0.184], [-0.988, -0.733, -0.145], [-0.810, -1.612, 1.067], [-0.938, -1.154, -1.280], [-2.244, 0.930, -1.810], [-3.008, 2.094, -0.592], [-1.960, 0.775, 1.228], [-1.777, -1.866, 1.496], [-0.276, -2.520, 0.795], [-0.247, -1.076, 1.828], [1.799, 0.749, 1.110], [1.387, 0.673, -0.144], [2.093, -0.045, -1.242], [2.653, 0.188, 1.462], [1.259, 1.305, 1.860], [0.395, 1.169, -0.434], [2.411, 0.649, -2.021], [2.966, -0.572, -0.860], [1.427, -0.762, -1.721]]}

---

Entry 8:
{"formula": "C32H41ClN5O6PdS", "method": "ωB97M-V/def2-TZVPD", "e_homo_ev": [-11.587, -11.625], "fmax_ev_per_a": 2.954, "homo_lumo_gap_ev": [8.823, 7.593], "s_squared": 2.007, "spin_multiplicity": 3, "charge": 1, "total_energy_ha": -2955.22853, "species": ["Pd", "O", "C", "C", "C", "C", "C", "C", "N", "H", "H", "H", "H", "H", "H", "H", "C", "C", "C", "C", "C", "O", "C", "C", "C", "C", "C", "C", "Cl", "C", "C", "C", "N", "C", "N", "C", "N", "H", "H", "H", "H", "H", "H", "H", "H", "H", "H", "H", "H", "H", "H", "H", "H", "H", "H", "H", "H", "H", "H", "C", "C", "C", "C", "C", "C", "C", "S", "O", "O", "N", "C", "C", "C", "O", "O", "H", "H", "H", "H", "H", "H", "H", "H", "H", "H", "H", "H"], "positions_angstrom": [[2.775, -18.573, 6.537], [2.661, -17.309, 8.660], [1.718, -16.258, 8.496], [1.661, -15.684, 7.067], [1.198, -14.401, 6.778], [1.140, -13.937, 5.488], [1.454, -14.851, 4.440], [2.016, -16.084, 4.814], [2.046, -16.522, 6.065], [3.586, -16.976, 8.633], [1.851, -15.484, 9.188], [0.762, -16.645, 8.707], [1.015, -13.663, 7.527], [0.941, -12.899, 5.268], [1.356, -14.579, 3.366], [2.267, -16.824, 4.078], [6.733, -15.873, 11.692], [6.764, -16.339, 10.240], [5.613, -17.340, 10.164], [8.124, -17.086, 10.004], [6.527, -15.174, 9.219], [5.132, -15.007, 9.045], [7.270, -13.824, 9.575], [6.972, -12.505, 8.879], [5.500, -12.122, 8.862], [4.684, -12.335, 10.006], [3.298, -12.170, 9.940], [2.774, -11.698, 8.764], [1.041, -11.325, 8.802], [3.538, -11.457, 7.607], [4.894, -11.675, 7.689], [7.119, -15.546, 7.801], [6.474, -16.597, 7.060], [5.195, -16.605, 6.765], [4.879, -17.820, 6.331], [6.074, -18.501, 6.336], [7.040, -17.739, 6.748], [6.821, -16.767, 12.287], [5.792, -15.406, 11.911], [7.527, -15.170, 12.004], [5.998, -18.246, 10.598], [5.417, -17.577, 9.157], [4.702, -17.098, 10.676], [8.142, -17.888, 10.741], [8.975, -16.405, 10.265], [8.312, -17.512, 9.010], [4.880, -14.073, 9.260], [8.345, -14.027, 9.480], [7.076, -13.634, 10.618], [7.271, -12.593, 7.821], [7.592, -11.750, 9.389], [5.195, -12.593, 10.956], [2.685, -12.441, 10.804], [2.987, -11.100, 6.754], [5.488, -11.516, 6.771], [8.155, -15.756, 7.873], [7.112, -14.623, 7.195], [4.527, -15.764, 6.876], [6.233, -19.513, 6.016], [-0.083, -19.174, 9.378], [0.082, -19.970, 8.133], [0.120, -21.348, 8.247], [0.371, -22.194, 7.177], [0.413, -21.637, 5.902], [0.367, -20.255, 5.720], [0.212, -19.430, 6.855], [0.705, -22.647, 4.470], [0.655, -24.020, 4.910], [-0.203, -22.130, 3.421], [2.231, -22.366, 3.974], [3.329, -22.968, 4.762], [4.433, -21.894, 4.898], [3.788, -20.677, 5.484], [3.608, -20.547, 6.742], [3.357, -19.753, 4.707], [-0.456, -18.187, 9.112], [0.898, -18.978, 9.812], [-0.788, -19.607, 10.092], [0.130, -21.762, 9.262], [0.563, -23.219, 7.297], [0.267, -19.844, 4.734], [-0.020, -18.392, 6.757], [2.435, -21.448, 3.552], [3.701, -23.836, 4.274], [2.951, -23.278, 5.732], [4.753, -21.581, 3.904], [5.284, -22.202, 5.540]]}